{
  "formula": "C4H8O3",
  "method": "the ωB97M-V functional and the def2-TZVPD basis",
  "symbols": ["C", "C", "O", "C", "O", "H", "H", "H", "H", "H", "H", "C", "O", "H", "H"],
  "positions_angstrom": [[1.627, 0.313, -1.424], [0.550, 0.423, -0.348], [0.086, 1.738, -0.200], [-0.614, -0.491, -0.677], [-1.742, -0.052, -0.781], [2.059, -0.694, -1.438], [2.423, 1.029, -1.206], [1.218, 0.540, -2.414], [0.973, 0.075, 0.605], [-0.851, 1.715, -0.463], [-0.392, -1.557, -0.849], [-1.347, -0.755, 2.304], [-0.478, -1.425, 1.801], [-2.169, -0.326, 1.703], [-1.345, -0.533, 3.386]],
  "smiles": "C[C@@H](O)C=O.C=O",
  "e_above_lowest_kj_mol": 205.3,
  "charge": 0,
  "total_energy_ha": -382.886607
}


{
  "formula": "C12H18BNO8P",
  "method": "the ωB97M-V functional and the def2-TZVPD basis",
  "symbols": ["C", "N", "C", "C", "O", "C", "B", "C", "C", "O", "O", "P", "O", "O", "O", "H", "H", "H", "H", "H", "H", "H", "H", "H", "H", "H", "H", "H", "H", "C", "C", "C", "O", "C", "C", "C", "O", "H", "H", "H", "H"],
  "positions_angstrom": [[-1.185, -2.187, 2.511], [-0.697, -1.706, 1.224], [-1.532, -0.660, 0.631], [-0.322, -2.722, 0.336], [-0.434, -3.908, 0.608], [0.306, -2.244, -0.931], [1.929, -2.403, -0.920], [2.733, -1.519, 0.243], [1.986, -0.390, 0.857], [1.423, 0.542, 0.283], [1.969, -0.462, 2.227], [2.611, -1.840, -2.653], [2.498, -0.408, -3.017], [1.861, -2.748, -3.801], [4.185, -2.271, -2.755], [-2.274, -2.181, 2.544], [-0.788, -3.161, 2.740], [-0.841, -1.500, 3.282], [-2.044, -0.135, 1.428], [-0.884, 0.062, 0.148], [-2.235, -1.060, -0.092], [-0.107, -2.873, -1.718], [0.014, -1.230, -1.177], [2.243, -3.573, -0.784], [3.632, -1.099, -0.202], [3.083, -2.155, 1.048], [1.570, 0.356, 2.534], [1.673, -3.584, -3.367], [4.598, -1.664, -3.372], [-0.876, 3.648, 0.835], [-0.759, 4.278, -0.330], [-1.953, 4.744, -1.076], [-1.853, 5.326, -2.135], [-3.285, 4.474, -0.476], [-3.403, 3.840, 0.686], [-2.206, 3.383, 1.437], [-2.316, 2.809, 2.499], [-0.018, 3.295, 1.393], [0.201, 4.477, -0.788], [-4.143, 4.819, -1.040], [-4.363, 3.628, 1.139]],
  "charge": -1,
  "total_energy_ha": -1491.130481
}


{
  "formula": "C5H10N2O",
  "method": "the ωB97M-V functional and the def2-TZVPD basis",
  "symbols": ["C", "C", "C", "C", "C", "H", "H", "H", "H", "H", "H", "H", "H", "H", "H", "N", "N", "O"],
  "positions_angstrom": [[-0.233, -0.356, 2.278], [-0.381, 0.506, 0.981], [0.592, 1.464, 0.931], [-1.382, 0.410, 0.056], [-0.104, -1.010, -1.446], [-0.697, -1.427, 1.776], [0.987, -0.509, 2.566], [-1.034, -0.060, 3.197], [1.430, 1.223, 1.632], [0.496, 2.479, 0.500], [-1.225, 1.089, -0.728], [-2.552, 0.445, 0.232], [-0.121, -1.847, -2.074], [1.478, 0.420, -1.084], [1.323, -1.095, -3.854], [-1.220, -0.902, -0.721], [0.877, -0.085, -1.703], [1.766, -0.744, -2.539]],
  "e_above_lowest_kj_mol": 842.3,
  "charge": 0,
  "total_energy_ha": -380.964615
}


The records above give, respectively, Kohn-Sham gap values of 10.791; 5.837; 8.262 eV.
The records above give, respectively, max |F| values of 0.6; 1.6; 8.0 eV/A.